The following is a quantum chemistry calculation of a cluster of 2 separate species, C6H15NO in total at a distorted geometry, from OMol25.

```
23
Properties=species:S:1:pos:R:3:forces:R:3
C 0.53116 -0.35393 2.68254 1.336 1.302 1.888
C 0.36626 -0.49176 1.20147 -1.712 -1.757 -0.076
C 0.91224 -1.79872 0.66122 -0.234 -0.169 0.269
N 2.29840 -1.70812 0.75339 -0.784 0.166 -0.141
O 0.21828 -2.74652 0.29836 1.620 1.048 0.373
H 1.49340 0.25839 2.92311 -2.089 -0.288 -0.156
H 0.75196 -1.22361 3.30196 -0.317 -0.635 -0.633
H -0.45324 0.02266 3.05732 1.346 0.383 0.257
H -0.71810 -0.41224 1.02144 0.757 -0.316 -0.343
H 0.86712 0.25426 0.65993 0.409 1.325 -0.435
H 2.94496 -2.40373 0.49769 0.292 -1.162 -0.447
H 2.73340 -0.81193 0.91531 -0.396 -0.114 0.059
C 0.25443 0.51658 -1.73932 -2.008 2.299 -0.610
C -1.33026 0.67886 -1.42188 -0.368 -3.000 -0.354
C -2.15082 1.97012 -1.57661 3.684 0.654 -0.701
H 0.86026 1.25257 -1.15847 -0.212 -0.936 -0.276
H 0.53531 -0.52177 -1.69634 0.240 -0.250 0.605
H 0.39944 0.78642 -2.81302 -0.157 0.010 0.669
H -1.62788 0.19993 -0.39645 0.722 0.740 -2.088
H -1.81369 -0.00043 -2.24672 0.916 0.746 1.639
H -3.09485 1.61052 -1.73533 -2.604 -0.581 -0.790
H -1.72783 2.42787 -2.60491 -1.227 0.042 2.750
H -2.24995 2.49458 -0.58472 0.786 0.492 -1.460
```
Forces are in eV/Å.

Results
* 2S+1: 1
* SMILES: CCC(N)=O.CCC
* gap between HOMO and LUMO: 10.5 eV
* electronic energy: -10001.485 eV
* LUMO level: 0.759 eV
* energy above the lowest of the compared OMol25 structures with the same formula, charge and spin: 219.2 kJ/mol